Record 1
Formula: C44H58BBrN11O2S
Source: the Open Molecules 2025 dataset
Level of theory: ωB97M-V with the def2-TZVPD basis set

```
118
Properties=species:S:1:pos:R:3:forces:R:3:mulliken_charge:R:1
C 3.249 3.652 1.601 -3.6 -4.3 -4.2 -0.22
C 2.555 2.785 0.872 2.6 4.7 1.8 -0.82
C 1.894 2.012 -0.356 3.2 -0.7 0.4 0.74
C 2.879 1.091 -1.162 -6.8 2.3 0.8 -0.39
N 1.940 0.529 -2.141 -0.2 2.5 2.9 0.48
C 2.473 -0.476 -3.123 -0.5 -0.8 -1.2 -0.08
C 3.818 -1.236 -2.657 0.0 -0.7 -0.6 -0.43
C 3.770 -2.723 -3.357 -0.3 0.4 0.0 -0.65
C 2.847 -3.740 -2.460 -0.6 1.3 -0.8 -0.48
S 3.638 -4.173 -0.810 -1.1 1.8 0.9 -0.17
C 2.828 -3.112 0.472 -4.8 1.8 5.3 0.31
N 1.752 -3.451 1.437 2.4 0.6 -2.5 -0.52
N 1.376 -2.417 2.268 4.4 2.8 -3.7 -0.04
C 2.210 -1.278 1.889 -1.5 -6.0 -0.7 -0.07
O 3.060 -1.746 0.851 -0.2 1.0 0.2 -0.21
C 0.565 1.068 -1.993 2.4 0.5 1.2 -0.26
B -0.682 0.611 -2.977 -0.8 -0.7 -1.9 0.41
O -0.382 0.063 -4.313 0.3 -0.3 3.2 -0.53
C -2.258 0.752 -2.599 -0.3 0.3 0.5 -0.49
C -2.657 0.245 -1.111 -1.4 0.8 0.2 -0.68
N 0.519 2.026 -0.851 4.9 -3.3 -2.4 0.47
C -0.652 2.782 -0.303 -1.8 0.8 0.2 -0.15
C -0.320 4.277 0.213 0.4 0.2 0.9 -0.54
C -0.362 4.215 1.857 0.7 -0.8 -1.6 -0.55
Br -2.305 4.119 2.345 1.2 0.2 0.0 -0.18
H 3.865 4.465 2.156 -1.5 -2.1 -1.1 0.39
H 3.998 0.927 -0.985 -2.2 0.1 -0.5 0.43
H 2.630 0.104 -4.125 -0.2 -1.3 1.8 0.19
H 1.648 -1.275 -3.300 1.4 1.6 0.3 -0.13
H 3.904 -1.432 -1.527 -0.3 0.7 -1.6 0.09
H 4.733 -0.631 -3.023 -1.5 -1.1 0.7 0.43
H 4.834 -3.133 -3.543 -1.8 0.6 0.6 0.34
H 3.282 -2.601 -4.401 0.7 -0.4 1.7 0.21
H 1.857 -3.182 -2.185 1.6 -1.3 -0.6 0.23
H 2.613 -4.724 -3.039 0.5 1.8 1.2 0.39
H 2.160 -0.244 2.379 0.7 -1.7 -1.3 0.41
H -0.597 -0.907 -4.326 -0.1 1.4 -0.3 0.29
H -2.962 0.223 -3.357 1.5 1.0 1.1 0.31
H -2.537 1.885 -2.665 0.5 -1.8 0.0 0.24
H -1.777 0.156 -0.376 -1.3 -0.2 -1.2 0.21
H -3.307 -0.718 -1.181 1.5 1.6 0.3 0.28
H -3.377 1.056 -0.674 1.3 -1.6 -0.6 0.22
H -1.513 2.889 -1.084 2.0 -0.6 1.1 -0.17
H -1.100 2.143 0.554 0.8 1.2 -1.4 0.29
H -1.103 5.039 -0.179 1.3 -1.5 0.7 0.16
H 0.715 4.677 -0.133 -1.7 -1.0 0.5 0.40
H 0.075 3.169 2.129 -0.7 2.2 -0.1 0.27
H 0.203 5.086 2.351 -1.2 -1.4 -0.6 0.42
N 0.071 -2.169 7.425 0.1 0.1 0.0 0.06
C 0.815 -3.309 7.276 0.0 -0.1 0.1 -0.72
C 1.046 -3.494 5.934 0.1 -0.1 0.3 -0.42
C 0.424 -2.422 5.247 -0.2 0.4 0.0 -0.07
C -0.168 -1.619 6.192 0.0 0.0 0.0 -0.84
H -0.250 -1.792 8.304 0.1 -0.1 -0.2 0.20
H 1.114 -3.891 8.136 0.0 0.0 -0.1 0.39
H 1.603 -4.310 5.495 -0.1 0.1 0.1 0.42
H 0.411 -2.257 4.179 -0.1 -0.1 0.4 0.67
H -0.738 -0.706 6.095 0.0 -0.1 0.0 0.38
N 5.676 -6.555 0.342 0.0 -0.1 0.0 0.15
C 6.884 -6.463 -0.297 0.1 0.1 0.0 -0.29
C 7.813 -7.146 0.451 0.0 0.2 -0.3 -0.54
C 7.140 -7.674 1.580 -0.3 0.0 0.2 -0.45
C 5.822 -7.297 1.485 0.0 0.0 0.1 -0.42
H 4.813 -6.143 0.021 0.3 -0.3 0.2 0.12
H 6.979 -5.920 -1.226 0.0 -0.1 0.1 0.33
H 8.861 -7.254 0.211 -0.1 0.0 0.0 0.38
H 7.571 -8.266 2.375 -0.1 0.1 -0.1 0.38
H 4.978 -7.490 2.131 0.1 0.0 -0.1 0.37
N 3.621 -1.344 8.661 0.0 0.0 0.0 0.05
C 3.618 -0.508 9.747 0.0 0.0 0.0 -0.45
C 4.682 -0.849 10.547 -0.2 0.2 0.0 -0.41
C 5.355 -1.925 9.919 0.0 -0.2 -0.2 -0.46
C 4.680 -2.207 8.756 0.0 -0.1 0.0 -0.41
H 2.948 -1.325 7.909 0.1 -0.1 0.1 0.19
H 2.859 0.253 9.857 0.1 -0.1 0.0 0.36
H 4.947 -0.374 11.482 0.0 -0.1 -0.1 0.38
H 6.237 -2.437 10.277 -0.1 0.1 -0.1 0.38
H 4.860 -2.947 7.989 0.0 0.1 0.1 0.37
N 0.672 -5.297 -6.214 0.0 0.0 0.0 -0.02
C 0.653 -3.935 -6.064 0.1 0.1 0.1 -0.62
C 1.189 -3.375 -7.199 -0.1 0.2 0.3 -0.18
C 1.539 -4.438 -8.068 0.0 -0.3 -0.1 -0.60
C 1.206 -5.611 -7.435 0.0 0.0 0.0 -0.50
H 0.344 -5.963 -5.532 0.0 0.1 -0.2 0.22
H 0.263 -3.483 -5.163 0.0 -0.1 -0.1 0.49
H 1.314 -2.318 -7.384 0.0 -0.1 0.0 0.42
H 1.984 -4.354 -9.049 -0.1 0.0 0.1 0.39
H 1.303 -6.641 -7.747 0.0 0.1 0.0 0.40
N -6.349 -0.783 -2.055 0.1 0.0 0.0 0.04
C -6.600 0.531 -2.353 0.0 0.1 -0.1 -0.97
C -7.234 1.097 -1.272 0.1 0.1 -0.2 0.26
C -7.365 0.090 -0.285 0.1 -0.3 0.1 -0.71
C -6.807 -1.059 -0.794 0.0 0.0 0.1 -0.45
H -5.897 -1.443 -2.669 -0.2 0.1 0.1 0.20
H -6.309 0.949 -3.305 -0.1 0.0 0.1 0.39
H -7.565 2.123 -1.200 0.0 -0.1 0.0 0.45
H -7.816 0.193 0.692 0.0 0.0 -0.1 0.41
H -6.699 -2.046 -0.369 -0.1 0.1 0.0 0.39
N -1.062 7.560 -2.329 0.0 -0.1 0.0 0.04
C -1.803 7.941 -1.242 -0.1 -0.1 0.2 -0.61
C -1.205 9.047 -0.688 -0.2 -0.2 0.1 -0.38
C -0.065 9.348 -1.473 0.2 -0.1 -0.2 -0.39
C -0.003 8.416 -2.480 0.1 0.0 0.0 -0.53
H -1.265 6.773 -2.926 0.0 0.3 0.1 0.20
H -2.689 7.393 -0.956 0.1 0.1 0.0 0.45
H -1.551 9.582 0.186 0.0 -0.1 -0.1 0.43
H 0.634 10.158 -1.319 -0.1 -0.1 0.0 0.40
H 0.702 8.287 -3.289 -0.1 0.1 0.1 0.39
N -10.383 4.932 -2.907 0.1 0.0 0.0 0.00
C -10.496 6.132 -2.258 0.0 0.0 0.0 -0.45
C -9.667 6.103 -1.163 -0.2 0.2 -0.1 -0.71
C -9.024 4.840 -1.154 0.1 -0.3 -0.1 -0.09
C -9.484 4.140 -2.244 0.0 -0.1 0.0 -0.43
H -10.883 4.672 -3.743 0.1 0.1 0.2 0.20
H -11.157 6.902 -2.629 0.1 -0.1 0.1 0.37
H -9.536 6.902 -0.448 0.0 -0.1 -0.1 0.38
H -8.305 4.483 -0.431 -0.1 0.0 -0.1 0.39
H -9.250 3.148 -2.603 0.0 0.1 0.1 0.34
```
Forces are in eV/Å.

Calculated values
E_HOMO in Eh: -0.3426
Multiplicity: 1
Charge: +1
Kohn-Sham gap in eV: 4.81

Record 2
Formula: C44H58FN3O9RuSSe
Source: the Open Molecules 2025 dataset
Level of theory: ωB97M-V with the def2-TZVPD basis set

```
118
Properties=species:S:1:pos:R:3:forces:R:3:lowdin_spin:R:1
Ru -0.001 0.324 -1.024 0.5 -0.9 -0.3 2.95
C 2.887 -1.434 5.594 0.0 0.0 0.0 0.00
C 1.353 -1.447 5.653 0.0 0.0 0.0 0.00
C 0.909 -2.750 6.318 0.0 0.0 0.0 0.00
C 0.870 -0.275 6.520 0.0 0.0 0.0 0.00
C 0.794 -1.301 4.239 0.0 0.0 -0.1 0.02
C 1.093 -0.170 3.492 0.0 0.0 0.0 0.00
C 0.621 -0.038 2.198 0.1 0.1 0.0 0.03
Se 1.031 1.566 1.224 -0.2 0.1 -0.1 0.21
C 2.783 1.113 0.609 -0.1 0.0 0.1 0.02
C 3.890 1.710 1.187 0.0 0.0 0.0 0.01
C 5.159 1.382 0.732 0.0 0.0 0.0 0.01
C 5.235 0.481 -0.329 0.0 0.0 0.0 0.00
C 4.144 -0.118 -0.954 0.0 -0.1 -0.1 0.01
C 2.876 0.184 -0.429 0.1 -0.1 -0.2 0.02
O 1.761 -0.423 -0.862 -0.1 0.0 0.4 0.17
C 4.426 -1.062 -2.139 0.0 0.0 0.1 0.00
C 5.126 -2.317 -1.601 0.0 0.0 0.0 0.00
C 5.348 -0.347 -3.140 0.0 0.0 0.0 0.00
C 3.187 -1.502 -2.927 0.0 0.0 0.0 0.00
C 6.436 1.973 1.323 0.0 0.0 0.0 0.00
C 7.338 0.839 1.831 0.0 0.0 0.0 0.00
C 6.141 2.910 2.494 0.0 0.0 0.0 0.00
C 7.179 2.769 0.242 0.0 0.0 0.0 0.00
C -0.173 -1.016 1.597 0.0 -0.1 -0.1 0.01
O -0.625 -0.887 0.344 0.0 0.4 -0.1 0.15
C -0.521 -2.156 2.345 0.0 -0.1 0.0 0.02
C -0.020 -2.260 3.638 0.0 0.0 0.0 0.00
C -1.420 -3.238 1.736 0.0 0.0 0.0 0.00
C -1.705 -4.371 2.725 0.0 0.0 0.0 0.00
C -2.767 -2.618 1.340 -0.1 0.0 0.0 0.00
C -0.748 -3.861 0.502 0.0 0.0 0.0 0.00
H 3.306 -1.530 6.598 0.0 0.0 0.0 0.00
H 3.261 -0.506 5.159 0.0 0.0 0.0 0.00
H 3.256 -2.261 4.985 0.0 0.0 0.0 0.00
H 1.334 -2.808 7.321 0.0 0.0 0.0 0.00
H 1.252 -3.623 5.759 0.0 0.0 0.0 0.00
H -0.178 -2.804 6.412 0.0 0.0 0.0 0.00
H 1.249 -0.377 7.539 0.0 0.0 0.0 0.00
H -0.221 -0.248 6.558 0.0 0.0 0.0 0.00
H 1.216 0.682 6.127 0.0 0.0 0.0 0.00
H 1.704 0.624 3.904 0.0 0.0 0.0 0.00
H 3.742 2.420 1.989 0.0 0.0 0.0 0.00
H 6.219 0.228 -0.703 0.0 0.0 0.0 0.00
H 6.055 -2.069 -1.083 0.0 0.0 0.0 0.00
H 5.365 -2.994 -2.425 0.0 0.0 0.0 0.00
H 4.478 -2.847 -0.900 0.0 0.0 0.0 0.00
H 6.314 -0.079 -2.711 0.0 0.0 0.0 0.00
H 4.874 0.563 -3.513 0.0 0.0 0.0 0.00
H 5.538 -1.005 -3.991 0.0 0.0 0.0 0.00
H 2.515 -2.122 -2.340 0.0 0.0 0.0 0.00
H 3.523 -2.082 -3.790 0.0 0.0 0.0 0.00
H 2.621 -0.646 -3.293 0.0 0.0 0.0 0.00
H 6.825 0.251 2.594 0.0 0.0 0.0 0.00
H 8.251 1.251 2.269 0.0 0.0 0.0 0.00
H 7.628 0.164 1.025 0.0 0.0 0.0 0.00
H 5.616 2.392 3.300 0.0 0.0 0.0 0.00
H 5.539 3.766 2.183 0.0 0.0 0.0 0.00
H 7.080 3.294 2.898 0.0 0.0 0.0 0.00
H 7.448 2.136 -0.606 0.0 0.0 0.0 0.00
H 8.099 3.195 0.649 0.0 0.0 0.0 0.00
H 6.557 3.583 -0.133 0.0 0.0 0.0 0.00
H -0.274 -3.142 4.206 0.0 0.0 0.0 0.00
H -2.205 -4.009 3.626 0.0 0.0 0.0 0.00
H -0.793 -4.894 3.019 0.0 0.0 0.0 0.00
H -2.364 -5.099 2.248 0.0 0.0 0.0 0.00
H -3.262 -2.198 2.221 0.0 0.0 0.0 0.00
H -3.418 -3.384 0.910 0.0 0.0 0.0 0.00
H -2.629 -1.824 0.611 -0.1 0.0 0.0 0.00
H 0.190 -4.344 0.785 0.0 0.0 0.0 0.00
H -0.534 -3.119 -0.263 0.0 0.0 0.0 0.00
H -1.404 -4.623 0.072 0.0 0.0 0.0 0.00
C -3.838 3.613 -4.808 0.1 0.0 0.0 0.00
C -3.733 2.342 -5.639 0.0 -0.1 0.0 0.00
N -2.938 1.287 -4.996 -0.1 0.0 -0.2 0.00
C -1.601 1.431 -4.978 0.2 0.1 0.2 0.00
C -0.756 0.643 -4.260 0.0 0.3 -0.1 0.00
C 0.531 1.301 -3.856 0.1 -0.1 0.3 0.01
O 1.233 1.898 -4.636 0.0 0.0 0.0 0.01
O 0.770 1.277 -2.550 -0.3 0.1 -0.3 0.11
C -1.244 -0.561 -3.656 -0.2 0.0 0.2 0.01
O -0.521 -1.325 -2.996 0.0 0.0 0.1 0.05
C -2.710 -0.702 -3.657 0.2 0.1 -0.2 0.00
C -3.266 -1.626 -2.767 -0.1 0.0 0.1 0.00
C -4.497 -1.382 -2.230 0.0 0.1 0.0 0.00
F -5.008 -2.228 -1.309 0.0 0.1 0.0 0.00
C -5.174 -0.178 -2.499 0.1 0.3 0.2 0.00
C -4.751 0.580 -3.566 0.1 0.0 -0.2 0.00
C -3.505 0.339 -4.154 -0.1 -0.1 0.1 0.00
N -6.020 0.431 -1.554 -0.5 -1.0 0.2 0.00
C -5.775 0.213 -0.139 0.1 0.2 -0.1 0.00
C -6.155 1.509 0.605 0.1 0.1 -0.1 0.00
N -6.167 2.616 -0.404 -0.4 -0.3 -0.2 0.00
C -7.319 2.446 -1.334 0.0 0.0 0.0 0.00
C -7.321 0.973 -1.832 0.3 0.4 -0.1 0.00
H -4.410 4.363 -5.355 0.0 0.0 0.0 0.00
H -2.845 4.017 -4.606 0.0 0.0 0.0 0.00
H -4.294 3.438 -3.837 -0.1 0.0 0.1 0.00
H -3.246 2.564 -6.588 0.0 0.0 0.0 0.00
H -4.709 1.921 -5.879 0.0 0.0 0.0 0.00
H -1.213 2.306 -5.486 0.0 0.0 0.0 0.00
H -2.650 -2.434 -2.393 0.0 0.0 0.0 0.00
H -5.243 1.526 -3.738 0.0 0.0 0.0 0.00
H -4.714 0.030 -0.002 0.2 0.0 0.0 0.00
H -6.333 -0.632 0.274 -0.1 0.0 0.0 0.00
H -5.425 1.756 1.372 0.1 -0.1 0.0 0.00
H -7.150 1.462 1.048 0.0 0.0 0.0 0.00
H -5.262 2.549 -0.953 0.5 -0.1 0.5 0.00
H -6.179 3.531 0.040 0.0 0.0 0.1 0.00
H -7.167 3.148 -2.151 -0.1 0.0 0.0 0.00
H -8.230 2.709 -0.798 -0.1 0.0 -0.1 0.00
H -7.514 0.963 -2.903 0.0 -0.1 0.0 0.00
H -8.115 0.396 -1.343 0.0 0.0 0.0 0.00
O -2.553 1.683 0.809 -0.1 0.0 -0.1 0.01
S -2.394 2.052 -0.590 0.0 0.1 0.5 0.01
O -3.707 2.365 -1.197 0.1 0.1 -0.5 0.00
O -1.890 0.775 -1.349 0.0 0.0 0.0 0.10
O -1.368 3.041 -0.854 -0.3 0.2 0.1 0.02
```
Forces are in eV/Å.

Calculated values
E_HOMO (alpha / beta) in Eh: -0.2868 / -0.2794
Multiplicity: 5
Energy relative to the best compared isomer or geometry (same formula, charge and spin) in kJ/mol: 0.0
Expectation value of S²: 6.019
Kohn-Sham gap (alpha / beta) in eV: 7.56 / 6.20

Number 1: electronic energy -5460.5886 hartree. Number 2: electronic energy -5547.2453 hartree.